[1]
A cluster of 18 separate species, H37O18 in total. Source: OMol25; level of theory: wB97M-V/def2-TZVPD.

```
55
Properties=species:S:1:pos:R:3:forces:R:3:lowdin_charge:R:1
O 0.696621 1.707952 -5.011035 -2.56 1.01 2.10 0.002
H -1.431009 1.771601 5.230119 -2.89 -0.41 3.71 -0.012
H -2.811642 1.963602 1.097338 1.67 1.28 1.46 -0.040
O -3.454723 1.589009 0.552227 -1.28 -2.05 -2.48 -0.040
H 1.430937 1.349513 -5.413143 2.30 -0.85 -1.93 0.023
O 1.070989 -2.799956 -0.341135 0.21 1.52 -1.09 -0.085
H 1.409924 -3.633494 -0.694673 0.06 0.20 0.13 0.031
H 1.467019 -2.149896 -1.000613 -0.64 -1.21 1.12 0.074
O -1.567233 3.800818 1.167406 0.50 1.03 1.50 -0.039
H -1.467371 4.328050 1.996719 -1.20 -0.34 -0.61 0.081
H -0.624089 3.714467 1.065401 0.82 -0.69 -0.82 0.020
O 4.819091 -2.860404 1.122626 -0.29 0.16 -0.43 -0.036
H 5.355164 -3.605963 0.889651 0.53 -0.68 -0.69 0.030
H 4.902591 -2.911398 2.062756 -0.04 0.42 1.14 0.025
O 2.673092 -0.990905 1.902234 0.50 -0.37 -0.90 -0.077
H 2.097636 -1.266465 1.153978 0.56 0.03 0.58 0.044
H 2.817778 -1.814016 2.404121 0.33 0.53 -0.72 0.049
O -2.914791 -1.470624 1.432192 -0.49 -1.08 -0.44 0.132
H -3.454859 -1.760267 0.574946 1.66 0.93 2.04 0.198
H -2.196974 -2.123415 1.734353 -1.43 1.30 -1.03 0.188
O -4.778127 -2.454715 -1.451729 2.45 -0.06 2.24 0.003
H -4.863456 -1.671331 -1.942571 -0.40 1.65 -1.30 -0.013
H -5.435874 -3.061101 -1.667193 -1.79 -1.33 -0.69 0.014
O 2.575630 1.228413 -0.772216 3.06 -6.67 -3.99 -0.035
H 3.340649 0.546149 -0.519799 -2.61 2.88 -0.20 0.150
H 0.210578 2.346481 -5.526716 0.31 0.07 -0.50 0.071
O -1.273851 0.421199 1.522154 -2.11 -1.82 12.89 -0.001
H -2.564722 -0.442250 1.596562 0.64 -1.05 -1.05 0.152
H -0.569035 0.278249 2.262301 -1.44 0.35 -2.57 0.132
O 2.729236 3.287275 1.884416 0.45 -2.78 1.07 0.016
H 2.141953 3.479725 2.595948 -0.54 -0.24 1.24 0.025
H 2.615546 4.035389 1.388059 0.07 3.06 -2.43 -0.007
O -3.963385 0.240818 -3.067972 -1.52 -0.26 -1.92 -0.090
H -3.156725 0.140059 -2.553942 0.43 -0.55 -1.08 0.009
H -4.007596 -0.040964 -4.059461 1.18 0.59 3.10 0.115
O -0.911990 1.809293 4.505974 0.89 -1.45 -4.31 0.039
H 2.413040 1.864011 -0.186565 -0.36 3.72 4.37 -0.067
H -0.268035 2.424316 4.718676 2.06 1.83 0.56 0.005
O 1.008007 0.076167 -2.922456 0.78 3.91 0.25 -0.167
H 0.829192 0.922496 -3.528510 -0.12 -2.73 1.19 0.042
H 1.585821 0.607600 -2.265821 -0.99 -1.53 -0.74 0.023
O -1.156049 -0.897962 -0.688708 1.75 3.11 -3.49 -0.118
H -0.616403 -1.679292 -0.726568 0.45 -1.15 0.23 -0.014
H -0.591514 -0.307771 -1.431026 -2.00 -1.93 2.40 0.124
O -1.161308 2.277858 -1.427172 0.90 -0.84 0.71 -0.010
H -1.156658 3.143769 -1.037748 -0.16 0.66 0.43 0.024
H -1.745557 2.364216 -2.156115 -0.87 0.07 -1.18 0.035
O 0.747434 -1.257696 3.316363 -5.36 5.79 3.36 0.004
H 1.145375 -1.970798 3.042560 3.24 -5.60 -2.29 -0.069
H 1.353128 -0.519960 3.311368 0.46 -0.21 -0.19 0.043
O 3.204800 -3.762962 -1.576995 -7.35 -4.61 2.29 0.055
H 3.929305 -3.401467 -1.798231 8.19 5.30 -2.94 -0.063
H 3.574774 -4.599943 -1.308614 -0.52 -0.95 0.37 0.072
H -1.084071 0.564112 0.717848 3.41 1.22 -9.29 -0.095
H -2.918262 1.172408 -0.171571 -0.83 0.86 0.82 0.029
```
Forces are in eV/Å.

As for the total energy: -1376.08892 hartree. For the energy relative to the best compared isomer or geometry (same formula, charge and spin), the calculation gives 8.145 eV. As for the spin multiplicity: 1. Its LUMO energy is -2.528 eV. Its net charge is +1. For the HOMO-LUMO gap, the calculation gives 10.38 eV. The value obtained for the HOMO energy is -12.91 eV.

=====

[2]
A structure of composition C18H15BF4O. Source: OMol25; level of theory: wB97M-V/def2-TZVPD.

```
39
Properties=species:S:1:pos:R:3:forces:R:3:lowdin_charge:R:1
C -4.040440 0.821013 2.205978 -0.80 1.08 -0.13 -0.024
C -2.894393 -0.030793 2.359343 1.49 -0.60 1.52 -0.311
C -2.793694 -1.352730 2.371335 0.43 -1.90 -0.45 -0.048
C -1.489147 -1.706422 2.832914 2.10 0.32 1.42 0.004
C -0.938770 -0.525959 3.326634 -1.05 -1.65 -1.91 -0.331
B 1.519955 -0.679845 -0.015961 -2.91 0.43 8.37 -0.643
F 1.697234 -2.002629 -0.013844 -0.42 0.03 -1.49 0.219
F 0.274341 -0.099072 0.065113 0.48 -0.77 -1.90 0.158
F 0.206449 -0.183075 3.925781 -1.05 -0.40 -0.31 0.102
O -1.721481 0.486444 2.965419 -1.00 1.16 0.09 0.103
H -4.989308 0.286604 2.177955 0.24 -0.35 0.06 0.095
H -4.061928 1.465954 3.070253 -0.26 0.60 0.13 0.089
H -3.998404 1.394744 1.294596 0.03 0.55 -0.26 0.082
H -3.560022 -2.105958 2.176382 0.24 0.57 -0.36 0.125
H -0.954563 -2.662909 2.744093 -0.60 0.52 0.45 0.118
F 6.041845 -3.978808 2.748096 0.04 0.83 0.22 0.022
C 5.349160 -2.808746 2.558150 -1.08 -1.17 -0.35 -0.267
C 4.858050 -2.091425 3.644446 0.59 -0.40 -0.88 -0.026
C 3.943944 -1.059955 3.419657 -0.66 -0.21 -0.60 -0.020
C 3.347566 -0.845298 2.139984 1.84 0.13 0.21 -0.179
C 2.207756 0.068073 1.732986 1.66 0.35 -2.84 -0.029
C 2.850800 1.259351 0.929954 -0.03 -0.75 -0.40 -0.132
C 3.424584 2.534048 1.249638 -0.48 -0.31 -0.85 0.010
C 3.773993 3.442147 0.215026 -0.33 -0.59 0.43 -0.065
C 3.657605 3.084138 -1.131063 0.10 -0.48 0.43 -0.078
C 3.234466 1.793446 -1.456628 -0.31 -0.48 -0.70 -0.043
C 2.889257 0.935816 -0.438752 -0.87 0.69 0.72 -0.016
C 4.058716 -1.470884 1.083003 0.06 -0.33 0.27 -0.058
C 4.940596 -2.530772 1.256966 0.22 0.71 0.28 0.000
H 5.177343 -2.403258 4.630172 0.03 0.32 0.08 0.113
H 3.742880 -0.443204 4.284571 -0.73 0.01 -0.03 0.106
H 1.497804 0.372911 2.504635 0.44 -0.13 -0.39 0.093
H 3.542214 2.868376 2.282570 -0.23 -0.30 -0.26 0.114
H 4.088868 4.461282 0.471128 -0.04 -0.54 -0.04 0.110
H 3.896973 3.777434 -1.927530 -0.01 -0.02 0.10 0.106
H 3.096312 1.450229 -2.477963 0.18 0.31 0.01 0.123
H 2.317081 -0.178691 -0.792393 2.88 2.91 -1.67 0.152
H 3.971300 -1.139730 0.047701 -0.46 -0.31 0.38 0.101
H 5.254598 -3.081587 0.363807 0.27 0.15 0.64 0.124
```
Forces are in eV/Å.

As for the total energy: -1194.36890 hartree. For the energy relative to the best compared isomer or geometry (same formula, charge and spin), the calculation gives 2.541 eV. As for the spin multiplicity: 1. Its LUMO energy is -0.199 eV. Its net charge is 0. For the HOMO-LUMO gap, the calculation gives 7.84 eV. The value obtained for the HOMO energy is -8.03 eV.